1.
{
  "formula": "C4H8N4OS",
  "method": "the ωB97M-V functional and the def2-TZVPD basis",
  "largest_force_ev_per_a": 5.12,
  "orbital_gap_ev": [6.24, 4.61],
  "e_above_lowest_ev": 2.937,
  "e_tot_ha": -849.3537,
  "spin_multiplicity": 3,
  "homo_energy_ev": [-5.493, -8.726],
  "symbols": ["C", "C", "C", "C", "N", "N", "N", "N", "O", "S", "H", "H", "H", "H", "H", "H", "H", "H"],
  "xyz": [[-0.623, 2.293, -0.646], [-1.804, 3.002, -0.944], [-0.954, 1.511, 0.452], [0.885, -2.290, 0.407], [-2.739, 2.678, 0.000], [1.245, 0.591, 1.650], [-2.220, 1.778, 0.789], [-0.132, -1.319, -0.071], [-1.003, -0.088, 2.353], [-0.141, 0.249, 1.273], [0.272, 2.266, -1.316], [-1.924, 3.769, -1.669], [1.704, -1.924, -0.138], [0.826, -2.174, 1.477], [0.704, -3.285, 0.065], [1.756, 0.366, 0.695], [-2.770, 1.278, 1.429], [-1.084, -1.524, 0.222]],
  "atomic_forces_ev_per_a": [[0.5, 1.9, -3.7], [1.3, -1.4, 2.3], [2.0, -1.8, 2.4], [-2.3, 1.1, -0.4], [-1.7, 1.8, -2.6], [4.5, 0.4, -2.4], [0.1, 0.4, 0.6], [-0.2, 1.0, 0.9], [-1.6, -0.8, 1.6], [-3.1, -0.8, -3.2], [-0.9, 0.0, 1.2], [-0.5, 0.3, -0.4], [2.0, 0.1, 0.2], [1.1, -0.7, 0.4], [-0.4, -0.8, 0.0], [-0.4, 0.7, 2.4], [-0.6, -0.5, 1.0], [0.0, -0.7, -0.2]]
}

***

2.
{
  "formula": "C3H7O2Tl",
  "method": "the ωB97M-V functional and the def2-TZVPD basis",
  "largest_force_ev_per_a": 7.65,
  "orbital_gap_ev": [8.70, 4.75],
  "charge": 1,
  "e_above_lowest_ev": 1.688,
  "e_tot_ha": -441.0463,
  "spin_multiplicity": 2,
  "homo_energy_ev": [-13.574, -13.568],
  "symbols": ["O", "C", "C", "O", "C", "Tl", "H", "H", "H", "H", "H", "H", "H"],
  "xyz": [[-1.810, 0.925, 0.131], [-0.519, 0.793, 0.586], [0.446, 0.286, -0.475], [1.584, -0.233, 0.171], [2.623, -0.586, -0.705], [-2.782, 1.067, -1.387], [-0.495, 0.135, 1.479], [-0.122, 1.759, 0.960], [0.679, 1.128, -1.155], [0.140, -0.482, -1.213], [2.290, -1.352, -1.428], [2.972, 0.291, -1.277], [3.435, -1.008, -0.102]],
  "atomic_forces_ev_per_a": [[2.4, -0.7, 6.9], [2.0, 0.4, 0.6], [1.4, -0.6, -1.0], [-0.8, 0.7, 0.5], [0.4, -0.2, -0.6], [-3.8, 0.6, -6.6], [-0.4, -0.2, -0.6], [-0.4, -0.3, -0.4], [0.3, 0.2, 0.4], [-1.0, -0.1, 0.6], [0.0, 0.1, 0.2], [0.0, -0.2, 0.2], [-0.2, 0.2, -0.2]]
}

***

3.
{
  "formula": "C16H32N3OPSiV",
  "method": "the ωB97M-V functional and the def2-TZVPD basis",
  "largest_force_ev_per_a": 4.25,
  "orbital_gap_ev": [5.49, 5.92],
  "e_tot_ha": -2443.0150,
  "spin_multiplicity": 2,
  "homo_energy_ev": [-5.157, -5.572],
  "symbols": ["V", "Si", "P", "N", "H", "C", "H", "H", "H", "C", "H", "H", "H", "C", "H", "H", "H", "C", "H", "H", "H", "H", "H", "C", "C", "C", "C", "C", "C", "H", "H", "H", "H", "H", "C", "O", "C", "H", "H", "H", "C", "H", "H", "H", "C", "N", "C", "C", "N", "H", "H", "H", "H", "H", "H"],
  "xyz": [[0.499, -0.085, -0.018], [-1.062, -0.503, 2.015], [0.176, -2.646, 0.405], [-0.656, -0.096, -1.319], [0.239, 0.080, 1.605], [1.182, -3.340, -0.921], [0.916, -4.401, -1.045], [2.243, -3.238, -0.654], [0.995, -2.809, -1.869], [0.738, -3.529, 1.897], [0.721, -4.610, 1.708], [0.096, -3.303, 2.756], [1.768, -3.231, 2.125], [-1.459, -3.391, -0.024], [-1.358, -4.485, -0.117], [-1.798, -2.985, -0.991], [-2.221, -3.156, 0.735], [-0.277, -0.168, 3.713], [0.283, 0.778, 3.627], [0.400, -0.987, 4.002], [-1.100, -0.062, 4.430], [-1.958, 0.580, 1.678], [-1.926, -1.628, 2.287], [-1.741, -0.240, -2.084], [-2.828, -0.290, -4.273], [-1.685, -0.116, -3.514], [-3.008, -0.494, -1.468], [-4.141, -0.682, -2.243], [-4.058, -0.596, -3.652], [-2.774, -0.144, -5.352], [-0.762, 0.200, -3.954], [-3.131, -0.434, -0.409], [-5.116, -0.857, -1.783], [-4.963, -0.696, -4.297], [3.124, -0.074, 0.511], [2.423, -0.636, -0.473], [3.546, 1.329, 0.337], [3.777, 1.813, 1.286], [2.922, 1.971, -0.258], [4.472, 1.143, -0.182], [3.300, -0.889, 1.755], [3.597, -1.855, 1.309], [2.420, -1.109, 2.396], [4.063, -0.536, 2.386], [-0.059, 5.195, 0.911], [0.429, 4.305, -0.159], [0.891, 4.846, -1.476], [0.316, 3.009, 0.043], [0.062, 1.935, 0.438], [0.119, 6.248, 0.656], [0.483, 4.926, 1.837], [-1.144, 5.011, 1.095], [1.901, 4.456, -1.680], [0.207, 4.524, -2.296], [0.919, 5.953, -1.433]],
  "atomic_forces_ev_per_a": [[-1.4, -1.7, -0.8], [0.1, 1.2, 0.7], [-0.3, 0.6, -0.7], [2.3, -0.3, 1.0], [1.9, 0.1, -0.1], [0.4, -0.6, -0.3], [0.2, 0.2, 0.0], [-0.3, 0.0, -0.2], [0.1, -0.1, 0.5], [0.0, -0.4, 0.0], [0.0, 0.2, 0.1], [0.1, 0.0, -0.2], [-0.2, 0.0, 0.0], [0.0, 0.0, 0.2], [0.0, 0.3, 0.1], [0.2, 0.0, 0.4], [0.3, -0.1, -0.3], [-0.6, 0.0, 0.1], [-0.1, -0.4, 0.2], [-0.2, 0.3, 0.1], [0.4, -0.1, 0.3], [-0.7, 0.5, 0.1], [-0.2, -1.0, -0.4], [-1.7, 0.1, -0.7], [-0.7, -0.1, 0.5], [-0.6, -0.1, 1.4], [0.1, 0.2, -1.4], [0.0, 0.1, -1.2], [-0.2, 0.1, -0.4], [-0.1, -0.1, 0.2], [0.5, -0.1, -0.2], [0.3, -0.2, 0.6], [0.3, 0.0, -0.1], [0.8, 0.0, 0.8], [-4.2, -0.3, -0.1], [0.7, 0.8, 0.5], [1.3, -0.5, 0.7], [0.0, 0.0, 0.0], [-0.5, 0.0, -0.3], [0.9, 0.9, -0.6], [-0.6, -1.3, -0.9], [0.2, -0.1, 0.6], [0.3, 0.5, -0.5], [1.2, 0.5, 0.8], [-0.3, -0.7, 0.6], [0.3, 0.8, -0.9], [-0.3, -0.5, 0.0], [-0.9, -0.6, 1.2], [1.2, 2.0, -1.6], [0.0, -0.5, 0.0], [-0.3, 0.4, -0.4], [0.7, 0.3, -0.2], [-0.4, 0.3, 0.0], [0.5, 0.3, 0.6], [0.0, -0.8, 0.1]]
}

***

4.
{
  "formula": "C4H8KO3",
  "method": "the ωB97M-V functional and the def2-TZVPD basis",
  "largest_force_ev_per_a": 6.77,
  "orbital_gap_ev": [7.90, 7.33],
  "charge": 1,
  "e_above_lowest_ev": 9.924,
  "e_tot_ha": -982.3052,
  "homo_energy_ev": [-12.444, -12.000],
  "symbols": ["C", "C", "O", "H", "H", "H", "H", "H", "O", "K", "O", "C", "C", "H", "H", "H"],
  "xyz": [[-2.582, 0.161, -0.504], [-1.223, -0.490, -0.392], [0.420, 0.176, -0.578], [-3.324, -0.630, -0.671], [-2.864, 0.668, 0.428], [-2.641, 0.827, -1.375], [-0.981, -0.890, -1.392], [-1.218, -1.277, 0.374], [1.825, 1.459, 0.563], [1.711, 2.376, -1.649], [-0.204, 0.598, 0.591], [2.424, 0.357, 0.916], [1.735, -0.838, 0.568], [2.361, -1.713, 0.363], [3.430, 0.412, 1.348], [1.130, -1.196, 1.411]],
  "atomic_forces_ev_per_a": [[0.1, 0.6, 0.5], [-2.4, -1.5, 0.6], [3.6, -1.7, 1.4], [0.3, -0.1, 0.0], [0.0, 0.1, -0.4], [0.0, 0.0, 0.4], [-0.2, -0.1, 0.5], [0.2, 0.3, -0.5], [5.2, -2.9, 2.8], [-0.2, 0.3, -0.4], [-3.3, 0.0, -1.6], [-2.2, 6.0, -2.1], [-0.1, -1.6, 0.1], [0.0, 0.3, -1.0], [-0.2, -0.2, 0.3], [-0.8, 0.5, -0.6]]
}